# 1
{"formula": "C5H12OS", "method": "ωB97M-V with the def2-TZVPD basis set", "symbols": ["C", "S", "C", "C", "C", "C", "O", "H", "H", "H", "H", "H", "H", "H", "H", "H", "H", "H", "H"], "coordinates": [[-2.863, 0.553, 1.396], [-1.780, -0.891, 1.363], [-0.173, -0.074, 1.563], [0.858, -0.638, 0.635], [0.717, -0.173, -0.850], [1.892, -0.081, -1.805], [1.385, -0.536, -3.055], [-3.928, 0.346, 1.223], [-2.752, 0.885, 2.433], [-2.493, 1.271, 0.656], [-0.383, 1.002, 1.489], [0.020, -0.052, 2.676], [1.836, -0.241, 0.930], [0.783, -1.742, 0.631], [0.222, 0.825, -0.661], [-0.154, -0.584, -1.371], [2.277, 0.922, -1.925], [2.763, -0.691, -1.511], [1.772, -0.102, -3.818]], "forces_ev_per_a": [[0.3, 0.2, 0.5], [-0.4, -0.7, -0.6], [-1.3, 1.1, 2.0], [0.8, -0.4, -1.4], [-2.3, 2.1, 1.4], [0.1, -0.5, -0.2], [-0.2, -0.3, -0.4], [0.5, -0.3, -0.1], [-0.3, 0.7, -0.4], [-0.2, 0.0, 0.3], [0.3, -0.1, -0.9], [0.6, -0.9, -1.1], [0.1, -0.6, 0.3], [0.6, 0.5, 0.5], [1.0, -0.2, -0.7], [0.5, -0.9, 0.1], [0.0, 0.5, 0.2], [-0.4, -0.1, 0.1], [0.3, 0.1, 0.3]], "de_lowest_kj_mol": 126.2, "smiles": "CSCCCCO", "molar_mass_g_mol": 120.2, "homo_energy_ev": -8.33, "e_tot_ev": -18261.1575, "gap_ev": 9.276}


# 2
{"formula": "C5H12OSi", "method": "ωB97M-V with the def2-TZVPD basis set", "symbols": ["C", "C", "C", "C", "C", "O", "Si", "H", "H", "H", "H", "H", "H", "H", "H", "H", "H", "H", "H"], "coordinates": [[2.237, -0.230, -0.927], [0.766, 0.108, -1.087], [0.002, 0.424, -0.079], [-1.483, 0.685, -0.067], [-1.953, 1.378, -1.403], [0.505, 0.351, 1.369], [0.523, -1.052, 2.178], [2.651, -0.667, -1.883], [2.881, 0.557, -1.012], [2.440, -0.945, -0.065], [0.227, 0.195, -2.054], [-1.954, -0.234, 0.085], [-1.810, 1.304, 0.821], [-3.044, 1.584, -1.406], [-1.874, 0.741, -2.325], [-1.466, 2.389, -1.578], [-0.884, -1.481, 2.633], [1.313, -2.131, 1.387], [1.310, -0.580, 3.356]], "forces_ev_per_a": [[-1.0, -3.4, -1.4], [0.8, 0.4, -0.6], [-0.6, -0.3, 4.2], [0.4, 2.8, -0.8], [-0.6, 0.3, -0.3], [-0.9, 1.0, -3.9], [0.4, -0.8, 0.7], [-1.0, -0.7, 0.8], [1.4, 2.8, 1.1], [-0.1, 1.2, -1.2], [0.9, -0.2, 0.5], [-1.0, -1.6, 0.0], [0.8, -0.4, -1.0], [0.5, -0.1, 0.5], [0.5, 0.5, 0.9], [-0.3, -1.4, 0.2], [0.9, 0.0, -0.5], [-0.9, 0.6, 0.7], [-0.2, -0.6, 0.0]], "de_lowest_kj_mol": 177.9, "smiles": "C/C=C(/CC)O[SiH3]", "molar_mass_g_mol": 116.2, "homo_energy_ev": -9.43, "e_tot_ev": -15303.4606, "gap_ev": 10.353}


# 3
{"formula": "C5H12S", "method": "ωB97M-V with the def2-TZVPD basis set", "symbols": ["C", "C", "C", "S", "H", "H", "H", "H", "H", "H", "H", "H", "C", "C", "H", "H", "H", "H"], "coordinates": [[1.901, -0.103, -0.048], [0.608, -0.634, 0.558], [0.838, -1.111, 1.981], [-0.614, -2.049, 2.616], [1.756, 0.264, -1.061], [2.671, -0.876, -0.054], [2.316, 0.703, 0.559], [-0.191, 0.104, 0.547], [0.280, -1.480, -0.052], [0.970, -0.275, 2.663], [1.686, -1.789, 2.030], [-0.432, -1.779, 3.906], [-2.242, 1.547, -1.664], [-1.668, 1.462, -2.858], [-3.318, 1.474, -1.590], [-1.664, 1.708, -0.763], [-2.286, 1.263, -3.726], [-0.610, 1.569, -3.044]], "forces_ev_per_a": [[0.1, 0.2, 0.3], [0.2, -0.4, -0.1], [-0.5, -0.3, 0.3], [0.0, 0.1, -0.4], [0.0, 0.0, -0.1], [-0.1, -0.1, -0.2], [-0.1, 0.2, 0.0], [0.0, 0.1, -0.1], [-0.2, 0.0, 0.0], [0.3, 0.1, -0.1], [0.2, 0.2, 0.0], [0.1, 0.0, 0.2], [0.3, 0.1, -0.4], [-0.4, -0.1, 0.0], [0.0, -0.1, 0.2], [-0.1, 0.1, 0.0], [0.1, 0.1, -0.1], [0.1, 0.0, 0.2]], "de_lowest_kj_mol": 91.5, "smiles": "CCCS.C=C", "molar_mass_g_mol": 104.2, "homo_energy_ev": -8.99, "e_tot_ev": -16213.8278, "gap_ev": 10.003}